[1]
Entry from the Open Molecules 2025 dataset: a 2-piece molecular cluster, C2H5BrSi overall (ωB97M-V with the def2-TZVPD basis set).

XYZ file:
```
9
Properties=species:S:1:pos:R:3:forces:R:3
C 1.9300 -0.1035 0.5780 -1.0 1.3 -2.3
C -0.1549 1.2192 0.0284 2.4 -1.9 1.6
Si -1.1167 -0.2766 -0.5516 -1.8 1.2 1.5
Br -0.4879 2.1525 1.5820 -0.2 0.1 -0.4
H 1.4363 -1.0900 0.7099 0.7 0.4 -0.1
H 2.7883 0.0345 -0.2140 -1.7 -0.4 1.7
H -1.9079 -1.1702 0.3620 0.6 0.3 0.4
H -2.2443 0.3089 -1.2406 -0.3 0.2 -0.9
H -0.2428 -1.0750 -1.2542 1.3 -1.2 -1.4
```
Positions in Å, forces in eV/Å.

Summary:
**E**: -2942.38633 Ha
**Total charge**: 0
**Relative energy (zero: lowest compared OMol25 entry of this formula, charge and spin)**: 8.794 eV
**2S+1**: 1
**Kohn-Sham gap (spin up / spin down)**: 7.504 / 6.788 eV
**Highest occupied orbital energy (spin up / spin down)**: -8.7 / -8.5 eV


[2]
Entry from the Open Molecules 2025 dataset: C61H70As2CoN3O2 as an isolated structure (ωB97M-V with the def2-TZVPD basis set).

XYZ file:
```
139
Properties=species:S:1:pos:R:3:forces:R:3
Co 0.9012 -0.2445 -0.3718 0.2 -0.1 -0.1
C -4.0769 -0.4457 5.0074 0.0 0.0 0.0
C -2.7677 0.3577 5.0286 0.0 0.0 0.0
C -3.1087 1.8413 4.9057 0.0 0.0 0.0
C -2.0452 0.1286 6.3648 0.0 0.0 0.0
C -1.8660 -0.1140 3.8964 0.0 -0.1 0.1
C -1.4174 0.7027 2.9130 0.0 -0.1 -0.1
C -0.5915 0.1694 1.8837 0.0 -0.1 0.0
N -0.1102 0.8139 0.8202 -0.1 0.0 0.1
C -0.1863 2.1037 0.4378 0.0 0.1 -0.1
C -0.4977 3.2344 1.2405 0.0 -0.1 -0.1
C -0.6000 4.4570 0.6572 0.0 0.1 -0.1
C -0.4717 4.5369 -0.7686 0.0 0.1 0.1
C -0.1398 3.5062 -1.6018 0.0 -0.1 0.1
C 0.1374 2.2466 -0.9646 0.0 0.0 0.2
O 0.6319 1.2234 -1.5798 -0.1 0.2 -0.1
C -0.1547 3.6581 -3.1233 0.0 0.0 0.0
C -1.3338 2.8278 -3.6547 0.0 0.0 0.0
C -0.3516 5.1147 -3.5482 0.0 0.0 0.0
C 1.1367 3.1508 -3.7713 0.1 0.0 0.0
C -0.8440 5.7420 1.4398 0.0 0.0 -0.1
C -0.9528 5.4851 2.9416 0.0 0.0 0.0
C -2.1481 6.3963 0.9627 0.0 0.0 0.0
C 0.3326 6.6984 1.1920 0.0 0.0 0.0
C -0.2560 -1.2577 1.8383 0.0 0.0 -0.2
O 0.4608 -1.6608 0.8623 -0.1 -0.2 0.5
C -0.7605 -2.1175 2.8885 0.1 0.1 -0.2
C -1.4986 -1.5038 3.8527 0.0 0.1 0.1
C -0.5533 -3.6376 2.9972 0.0 0.1 0.0
C 0.3162 -3.9191 4.2295 0.0 0.0 0.0
C -1.9241 -4.3089 3.1754 0.0 0.0 0.0
C 0.1106 -4.2918 1.7855 -0.1 0.0 -0.1
H -4.7376 -0.0969 5.8022 0.0 0.0 0.0
H -3.9090 -1.5113 5.1641 0.0 0.0 0.0
H -4.5939 -0.3222 4.0542 0.0 0.0 0.0
H -3.7576 2.1320 5.7320 0.0 0.0 0.0
H -3.6398 2.0583 3.9767 0.0 0.0 0.0
H -2.2156 2.4681 4.9531 0.0 0.0 0.0
H -2.6820 0.4476 7.1911 0.0 0.0 0.0
H -1.1172 0.7012 6.4081 0.0 0.0 0.0
H -1.8027 -0.9230 6.5213 0.0 0.0 0.0
H -1.7348 1.7288 2.8706 0.0 0.0 0.0
H -0.5740 3.1304 2.3086 0.0 0.0 0.0
H -0.6452 5.5056 -1.2134 0.0 0.0 0.0
H -2.2810 3.1976 -3.2586 0.0 0.0 0.0
H -1.2310 1.7771 -3.3777 0.0 0.0 0.0
H -1.3726 2.8853 -4.7441 0.0 0.0 0.0
H -1.3162 5.5146 -3.2322 0.0 0.0 0.0
H -0.3228 5.1699 -4.6367 0.0 0.0 0.0
H 0.4389 5.7604 -3.1610 0.0 0.0 0.0
H 1.2255 2.0764 -3.6549 0.0 -0.1 0.0
H 2.0192 3.6273 -3.3369 0.0 0.0 0.0
H 1.1186 3.3812 -4.8376 0.0 0.0 0.0
H -1.7907 4.8262 3.1804 0.0 0.0 0.0
H -1.1223 6.4303 3.4579 0.0 0.0 0.0
H -0.0373 5.0478 3.3451 0.0 0.0 0.0
H -3.0023 5.7440 1.1516 0.0 0.0 0.0
H -2.1272 6.6263 -0.1027 0.0 0.0 0.0
H -2.3099 7.3333 1.4978 0.0 0.0 0.0
H 1.2761 6.2373 1.4906 0.0 0.0 0.0
H 0.1992 7.6127 1.7726 0.0 0.0 0.0
H 0.4106 6.9812 0.1415 0.0 0.0 0.0
H -1.8808 -2.1272 4.6512 0.0 0.0 0.0
H -0.1296 -3.5206 5.1421 0.0 0.0 0.0
H 1.3075 -3.4732 4.1167 0.0 0.0 0.0
H 0.4450 -4.9951 4.3574 0.0 0.0 0.0
H -2.4170 -4.0252 4.1057 0.0 0.0 0.0
H -1.7976 -5.3923 3.1912 0.0 0.0 0.0
H -2.5870 -4.0545 2.3466 0.0 0.0 0.0
H 1.1136 -3.9202 1.6106 0.1 0.0 0.0
H -0.4582 -4.1362 0.8687 0.0 0.0 0.0
H 0.1736 -5.3666 1.9704 0.0 0.0 0.0
C -0.6086 -1.2643 -3.3748 0.0 0.0 0.0
C 0.8681 -1.4735 -3.7030 0.0 0.0 -0.1
As 1.9678 -1.5382 -2.0786 0.0 -0.1 -0.2
C 2.3583 -3.4039 -1.7760 0.0 0.0 0.0
C 2.8003 -3.7686 -0.5104 0.0 0.0 0.0
C 3.1550 -5.0822 -0.2388 0.0 0.0 0.0
C 3.0624 -6.0419 -1.2357 0.0 0.0 0.0
C 2.6278 -5.6814 -2.5040 0.0 0.0 0.0
C 2.2838 -4.3650 -2.7776 0.0 0.0 0.0
C 3.6983 -0.9086 -2.6863 0.0 0.0 0.1
C 3.8116 0.3959 -3.1567 0.1 0.0 0.1
C 5.0401 0.8876 -3.5700 0.0 0.0 0.0
C 6.1677 0.0805 -3.5043 0.0 0.0 0.0
C 6.0620 -1.2142 -3.0203 0.0 0.0 0.0
C 4.8312 -1.7111 -2.6107 0.0 0.0 0.0
As -1.2411 -2.6018 -2.0573 0.0 0.0 0.1
C -2.1407 -3.8239 -3.2734 0.0 0.0 -0.1
C -3.2587 -3.4587 -4.0213 0.0 0.0 0.0
C -3.8213 -4.3553 -4.9158 0.0 0.0 0.0
C -3.2682 -5.6209 -5.0750 0.0 0.0 0.0
C -2.1591 -5.9914 -4.3318 0.0 0.0 0.0
C -1.5982 -5.0947 -3.4290 0.0 0.0 0.0
C -2.7826 -1.6675 -1.3114 0.0 0.1 0.0
C -2.8284 -0.2824 -1.1854 0.0 0.0 0.0
C -3.8748 0.3357 -0.5108 0.0 0.0 0.0
C -4.8858 -0.4268 0.0533 0.0 0.0 0.0
C -4.8491 -1.8101 -0.0660 0.0 0.0 0.0
C -3.8055 -2.4250 -0.7414 0.0 0.0 0.0
H -1.2247 -1.3270 -4.2732 0.0 0.0 0.0
H -0.7394 -0.2717 -2.9454 0.0 -0.1 0.0
H 1.2579 -0.6480 -4.3035 0.0 0.0 0.0
H 1.0267 -2.3886 -4.2741 0.0 0.0 0.0
H 2.8650 -3.0188 0.2684 0.0 0.0 0.0
H 3.4946 -5.3582 0.7513 0.0 0.0 0.0
H 3.3315 -7.0684 -1.0270 0.0 0.0 0.0
H 2.5629 -6.4254 -3.2869 0.0 0.0 0.0
H 1.9627 -4.1047 -3.7778 0.0 0.0 0.0
H 2.9446 1.0401 -3.1847 -0.1 0.0 0.0
H 5.1170 1.9019 -3.9390 0.0 0.0 0.0
H 7.1268 0.4611 -3.8289 0.0 0.0 0.0
H 6.9388 -1.8453 -2.9636 0.0 0.0 0.0
H 4.7635 -2.7261 -2.2404 0.0 0.0 0.0
H -3.6997 -2.4763 -3.8952 0.0 0.0 0.0
H -4.6927 -4.0691 -5.4900 0.0 0.0 0.0
H -3.7075 -6.3181 -5.7757 0.0 0.0 0.0
H -1.7332 -6.9794 -4.4477 0.0 0.0 0.0
H -0.7381 -5.3894 -2.8369 0.0 0.0 0.0
H -2.0541 0.3379 -1.6184 0.0 0.0 0.0
H -3.8993 1.4160 -0.4331 0.0 0.0 0.0
H -5.7044 0.0521 0.5739 0.0 0.0 0.0
H -5.6391 -2.4118 0.3644 0.0 0.0 0.0
H -3.7919 -3.5060 -0.8323 0.0 0.0 0.0
N 3.8761 0.2906 2.6489 0.0 0.0 0.0
C 3.0188 -0.4176 1.8757 0.0 0.1 0.1
N 2.6627 0.2242 0.7952 0.0 0.0 -0.1
C 3.3418 1.4395 0.8441 0.0 0.0 -0.2
C 3.3688 2.4909 -0.0731 0.0 0.0 0.1
C 4.1324 3.5924 0.2466 0.0 0.0 0.0
C 4.8719 3.6519 1.4415 0.0 0.0 0.0
C 4.8789 2.6068 2.3412 0.0 0.0 0.0
C 4.0993 1.5010 2.0134 0.0 0.0 0.0
H 4.2761 -0.0177 3.5181 0.0 0.0 0.0
H 2.6554 -1.3916 2.1613 0.0 0.0 0.0
H 2.8274 2.4283 -1.0055 -0.1 0.0 0.0
H 4.1770 4.4268 -0.4402 0.0 0.0 0.0
H 5.4631 4.5325 1.6509 0.0 0.0 0.0
H 5.4638 2.6469 3.2495 0.0 0.0 0.0
```
Positions in Å, forces in eV/Å.

Summary:
**E**: -8535.40292 Ha
**<S²>**: 1.093
**Total charge**: +1
**2S+1**: 2
**Kohn-Sham gap (spin up / spin down)**: 5.757 / 5.801 eV
**Highest occupied orbital energy (spin up / spin down)**: -9.9 / -10.0 eV